Record 1
{"formula": "C36H43AsO5PPt", "method": "ωB97M-V/def2-TZVPD", "symbols": ["C", "C", "C", "C", "C", "O", "H", "H", "H", "H", "H", "H", "H", "O", "H", "H", "H", "H", "O", "C", "H", "H", "H", "C", "As", "C", "C", "C", "H", "P", "O", "C", "H", "H", "C", "C", "C", "H", "C", "C", "O", "H", "C", "C", "H", "C", "H", "C", "C", "H", "C", "H", "H", "C", "C", "H", "H", "C", "C", "H", "C", "H", "H", "C", "H", "H", "C", "H", "C", "H", "H", "H", "Pt", "H", "C", "C", "H", "H", "C", "C", "H", "H", "C", "H", "H", "H", "C"], "positions_angstrom": [[-2.88027, 1.36321, -2.07458], [-3.94002, -2.77420, 1.93200], [5.84740, -0.50196, -1.11595], [1.36449, 0.97035, -2.98819], [-2.87987, -2.28604, -1.08988], [4.30104, 2.71620, 3.07167], [0.47628, 1.33433, 5.60076], [0.10274, 5.06687, 3.54427], [2.89680, -1.24496, 1.33395], [0.33591, 3.80146, 5.65927], [2.22970, 2.83180, -2.40061], [-4.31688, -4.57300, 0.81924], [0.54295, 0.53472, -4.96544], [5.59926, 3.48075, 0.65551], [-0.41759, 1.68815, -4.01758], [2.14152, -1.48330, -0.24322], [-3.04416, 0.99420, -3.07988], [-0.00288, 3.86858, 1.39662], [3.64395, 3.05559, -0.33532], [0.24941, 3.27421, 4.71774], [5.35192, 1.42099, -1.94377], [-0.44985, -4.49586, -0.28143], [3.30951, 0.18447, -2.45175], [0.07262, 1.91610, 2.28604], [-2.00409, -2.87110, 1.65840], [-6.12510, -3.76101, 1.62584], [-2.03356, -3.04975, -0.28935], [0.32064, 1.89200, 4.68605], [1.10390, 2.19845, -4.74688], [0.15448, 1.09107, 0.65878], [3.03641, 1.42488, 1.75235], [6.17478, 0.94254, -1.41325], [-0.91581, 0.53838, -1.96073], [-7.77095, -2.72565, 2.53852], [3.90363, 2.36256, 1.97800], [-1.89758, -3.23708, -3.06911], [-4.75557, -3.77756, 1.41182], [0.83685, 0.13337, -2.51328], [0.59954, 1.36322, -4.25216], [-5.89862, -1.74187, 2.90019], [4.52875, -0.61005, -0.60923], [-4.40054, 3.11970, 0.38032], [1.45674, 2.15356, -2.01278], [4.47012, 3.03144, 0.67399], [-6.33908, -0.94074, 3.48067], [0.23580, 1.21701, 3.47559], [0.55382, -1.09425, 1.58398], [-2.81358, -2.38026, -2.47105], [-3.86774, 2.09051, -1.42557], [0.34533, 0.14048, 3.46608], [-0.27613, -0.66657, 1.01700], [-2.27128, 2.65556, 1.50097], [6.35811, 1.51511, -0.50760], [0.03972, 3.31050, 2.32521], [-2.42683, 2.29716, 0.49250], [-3.59011, -1.60449, -0.63427], [5.92886, -1.11439, -2.02860], [-3.63621, 2.55502, -0.13932], [-1.12140, -3.90682, -0.89587], [2.68786, -0.43751, -3.99245], [-4.52627, -1.75878, 2.68150], [-0.32803, -4.66250, -2.74150], [-2.42785, -0.43204, 1.12856], [0.11463, 3.98447, 3.53143], [-1.64758, -0.58062, 2.70070], [2.55362, -2.89997, 0.75249], [-1.67307, 1.10837, -1.44173], [3.31582, 1.21464, -3.89040], [-1.42439, 1.57529, -0.15294], [-1.84056, -3.30202, -4.14834], [7.06900, 0.99485, -2.03888], [0.52278, 2.72835, -2.02772], [2.07592, 1.73904, -0.10623], [4.24644, -2.60474, -1.05671], [-6.70122, -2.74126, 2.37238], [2.75197, 0.44727, -3.35052], [-6.74508, -4.54394, 1.20675], [-4.80988, 2.29512, -1.91887], [-1.62492, -0.93477, 1.67014], [-1.05031, -4.00044, -2.28090], [4.99790, -2.26943, 0.51296], [-0.23838, -1.13904, 0.02954], [4.23148, -1.91948, -0.19381], [-3.47027, -1.77440, -3.08305], [-3.91706, -0.96439, 3.09525], [6.55154, -0.91994, -0.38258], [2.86862, -1.89573, 0.45827]], "forces_ev_per_a": [[-0.01, 0.00, 0.01], [-0.01, 0.01, -0.01], [-0.06, -0.10, -0.12], [0.07, 0.02, 0.00], [-0.01, 0.00, 0.01], [0.01, -0.09, -0.01], [-0.01, 0.00, 0.00], [0.00, 0.00, 0.00], [-0.02, 0.02, -0.02], [0.00, 0.00, 0.00], [-0.03, 0.05, 0.03], [0.00, 0.00, 0.00], [0.00, 0.00, 0.00], [-0.07, 0.10, -0.02], [0.00, 0.00, -0.01], [-0.01, -0.01, 0.00], [0.00, 0.00, 0.00], [-0.02, 0.00, 0.01], [0.41, -0.42, -0.24], [0.01, 0.00, 0.00], [0.00, 0.00, -0.01], [0.00, 0.00, 0.00], [0.01, -0.01, 0.00], [0.02, -0.05, 0.02], [-0.02, 0.00, 0.01], [0.00, 0.00, 0.00], [0.00, -0.02, -0.01], [0.01, 0.00, 0.00], [0.00, 0.00, 0.00], [-0.30, -0.21, 0.17], [-0.21, 0.07, 0.15], [0.02, 0.00, -0.02], [-0.01, -0.01, 0.01], [0.00, 0.00, 0.00], [0.17, 0.00, -0.15], [0.01, 0.00, 0.00], [0.01, 0.00, 0.00], [0.01, 0.00, 0.01], [0.01, -0.02, -0.01], [-0.01, 0.00, 0.00], [0.35, 0.04, 0.05], [0.00, 0.00, 0.00], [0.02, 0.04, -0.03], [-0.08, 0.05, 0.23], [0.00, 0.00, 0.00], [-0.01, 0.01, -0.01], [-0.02, 0.00, 0.02], [0.00, 0.01, -0.01], [0.01, -0.01, 0.00], [-0.01, 0.00, 0.01], [0.07, 0.04, -0.08], [0.00, 0.00, 0.00], [-0.05, 0.02, 0.02], [0.03, -0.01, -0.02], [0.00, 0.00, 0.01], [0.00, 0.00, 0.00], [-0.01, -0.01, 0.01], [-0.01, 0.01, -0.01], [0.01, 0.01, 0.01], [0.00, 0.01, -0.01], [0.01, 0.00, -0.01], [0.00, 0.00, 0.00], [-0.01, -0.01, 0.00], [0.01, 0.00, 0.01], [0.01, 0.00, 0.00], [0.01, -0.01, 0.00], [0.01, -0.01, -0.02], [0.00, 0.01, 0.02], [0.02, 0.04, 0.04], [0.00, 0.00, 0.00], [0.01, 0.00, 0.01], [-0.06, -0.08, -0.01], [-0.21, 0.50, -0.03], [0.01, 0.01, -0.01], [0.00, 0.00, 0.00], [-0.02, -0.01, -0.01], [0.00, 0.00, 0.00], [0.00, 0.00, 0.00], [0.00, 0.00, -0.04], [0.00, 0.00, -0.01], [-0.01, -0.01, 0.01], [0.03, -0.02, 0.01], [-0.09, 0.02, 0.04], [0.00, 0.00, 0.00], [0.00, 0.00, 0.00], [0.02, 0.01, -0.01], [0.03, -0.01, -0.01]], "mulliken_charge": [-0.97, 0.17, -0.48, 2.01, 0.10, -0.71, 0.39, 0.39, 0.14, 0.38, 0.67, 0.37, 0.34, -0.70, 0.35, -0.12, 0.50, 0.49, -0.86, -0.52, 0.13, 0.32, -0.14, 0.24, 0.16, -0.61, 0.07, -0.82, 0.39, -0.26, -0.81, -0.93, 0.49, 0.36, 0.45, -0.49, -0.33, -0.24, -1.75, -0.71, -0.08, 0.44, -1.65, 0.58, 0.38, -0.59, 0.98, -0.69, -0.79, 0.37, -1.13, 0.40, 0.19, -0.30, -0.44, 0.36, 0.29, -0.81, -0.35, 0.44, -0.06, 0.42, 0.44, -0.75, 0.75, 0.41, -0.27, 0.38, 0.22, 0.40, 0.43, 0.61, 2.14, 0.34, -0.38, -1.31, 0.37, 0.39, -0.94, -0.59, 0.45, 0.53, -0.83, 0.39, 0.31, 0.43, -0.37], "total_energy_ev": -121644.634, "multiplicity": 1, "de_lowest_kcal_mol": 0.0, "total_charge": -1, "gap_ev": 7.24}

***

Record 2
{"formula": "C36H43ClF4N3O4P", "method": "ωB97M-V/def2-TZVPD", "symbols": ["H", "C", "H", "H", "H", "H", "C", "C", "N", "H", "C", "H", "F", "C", "C", "H", "H", "H", "C", "C", "Cl", "O", "C", "H", "H", "H", "F", "H", "C", "H", "C", "C", "H", "H", "H", "H", "H", "C", "H", "H", "H", "C", "H", "H", "H", "H", "O", "H", "H", "C", "C", "C", "C", "H", "C", "C", "C", "C", "H", "C", "H", "H", "H", "C", "C", "C", "C", "C", "C", "H", "H", "N", "C", "F", "O", "C", "C", "H", "C", "O", "H", "H", "H", "F", "P", "H", "N", "C", "C", "H", "C", "H"], "positions_angstrom": [[-1.50678, 4.82969, 3.37846], [-0.94470, -0.60331, -0.32477], [9.90659, -2.67137, 3.24666], [-10.77543, -1.71175, 1.02701], [-2.98112, 5.35920, 2.28698], [-5.28410, 1.87738, -1.10883], [4.22213, -3.33632, -1.65482], [-0.39886, 0.14988, 2.05963], [-1.44785, 4.12631, 1.26091], [-10.63202, 0.04623, 2.77489], [-2.64205, 0.92015, 1.00452], [-2.77790, 1.72714, 1.83812], [6.90315, 0.69187, 3.17636], [-1.48436, -2.44880, -3.83818], [0.10451, 2.80913, -0.94368], [4.71447, 0.97841, 2.15431], [8.09914, -4.36524, 3.42001], [3.52137, -4.15979, -1.54175], [4.30558, -2.34756, -0.67138], [0.17093, -4.19471, -3.80789], [-1.92995, 5.01081, -3.39989], [4.22712, 0.94086, 1.27407], [-10.07467, -0.88828, 0.91395], [2.75759, 3.49542, -0.37566], [5.72129, -3.64895, 3.47757], [-2.98763, -0.11402, 1.49091], [6.72677, -2.14492, -3.99178], [-2.97411, -5.48737, -3.60002], [-0.24849, 3.25048, 1.55075], [6.74568, -0.41732, -2.05422], [1.37429, 1.22768, 0.61664], [-0.05849, 2.00329, 0.45541], [-3.53653, -3.05844, -3.69814], [-1.05056, 5.04724, 0.93061], [0.69314, 3.96959, 1.57097], [1.14662, 2.47176, -1.41678], [4.98272, -4.01844, -3.56087], [-9.25739, -0.81614, -0.21407], [1.67864, 0.57971, -0.32650], [-3.39268, 0.63903, -1.35446], [9.32184, -0.24804, 3.11289], [7.84830, -3.30785, 3.36932], [5.26794, -0.52121, -0.04645], [-0.59626, -6.20367, -3.65758], [2.44856, 1.80401, 3.44955], [-7.55112, 2.03072, 0.51454], [1.04840, 0.26512, 1.72081], [-1.42569, -1.49707, 0.30124], [-1.51739, 1.47961, -2.08538], [-9.08912, 1.15622, 1.75758], [-2.18331, -4.74471, -3.67344], [-2.23544, 4.47205, 2.50629], [6.19176, -1.55023, 3.34461], [0.62644, -2.08646, -3.96470], [-0.84710, -5.14628, -3.70827], [5.93855, -2.21114, -2.91061], [6.51209, -2.90628, 3.40415], [8.86633, -2.35629, 3.26970], [-1.56144, -0.55810, -1.32293], [5.20769, -1.29182, -0.81119], [-9.31408, -1.57040, -0.99211], [1.21119, -4.50979, -3.83093], [-2.56387, 4.09600, -1.12546], [-1.02668, 2.54149, -2.08882], [7.21104, -0.61038, 3.23941], [-1.05461, 0.72503, 0.62562], [-3.63051, 1.12776, -0.30540], [-9.99123, 0.10048, 1.89739], [8.54505, -1.00080, 3.19890], [-0.37582, 2.86541, 2.66064], [5.15887, -1.22001, 3.37945], [3.43243, 3.37491, 0.40760], [-8.35826, 0.23689, -0.34184], [-7.57003, 0.30312, -1.42301], [2.76604, 2.64472, 2.96519], [-8.26423, 1.22196, 0.63495], [-2.24339, 3.64272, -2.15425], [0.13631, -0.94908, -0.59370], [-2.50363, -3.38865, -3.73298], [-1.00452, -0.23502, 3.18077], [-3.19502, 3.05282, -2.56801], [0.21011, 3.98867, -0.79789], [-2.87476, 3.59811, 2.94923], [-1.79224, -1.14655, -3.90123], [2.91403, 2.12772, 1.29998], [-0.46551, 2.62744, -3.13878], [-4.80133, 1.86285, -0.17301], [-0.15035, -2.83922, -3.87869], [6.03257, -1.22608, -1.93381], [-9.02886, 1.92683, 2.52232], [5.03941, -3.26418, -2.78284], [3.66478, -2.40181, 0.20613]], "forces_ev_per_a": [[-1.52, -0.67, -1.64], [-0.29, -0.95, -0.16], [-0.19, 0.10, -0.01], [0.13, 0.15, -0.06], [1.57, -1.85, 0.28], [0.60, -0.25, 1.02], [0.22, 0.40, 0.05], [-1.67, 0.09, 2.05], [0.59, 0.71, 0.68], [0.13, 0.01, -0.17], [-0.51, -0.62, -0.73], [0.06, -1.36, -1.95], [-0.20, 0.39, -0.04], [0.29, -1.24, 0.05], [0.22, -0.12, -1.49], [-0.74, -0.02, -1.44], [-0.06, 0.21, -0.01], [0.13, 0.12, -0.05], [-0.01, -0.04, -0.09], [-0.48, 0.00, 0.03], [-0.09, -1.16, 1.30], [-2.28, 1.87, 2.32], [0.25, 0.40, 0.07], [0.64, 0.11, 0.67], [0.13, 0.17, -0.01], [0.85, 2.21, -1.05], [0.11, -0.01, -0.17], [0.13, 0.18, 0.00], [0.25, -0.25, 1.54], [-0.07, -0.08, -0.02], [-1.65, -1.59, 1.56], [1.31, 1.56, -1.01], [0.10, 0.01, -0.03], [-0.79, -1.44, 0.37], [-1.53, -1.99, -0.26], [-2.26, 0.72, 0.89], [0.06, 0.08, 0.05], [0.06, -0.02, -0.07], [-0.58, 1.58, 1.83], [-0.21, 0.85, 2.34], [-0.11, -0.04, 0.02], [0.02, 0.07, 0.00], [-0.01, -0.19, -0.24], [-0.06, 0.21, -0.01], [0.57, 1.76, -0.64], [-0.02, -0.11, 0.00], [-1.88, -0.62, 1.86], [1.03, 1.96, -1.30], [1.14, 2.02, 0.32], [-0.09, -0.36, -0.26], [0.37, 0.20, -0.01], [-0.15, 0.78, 1.22], [0.04, 0.12, -0.03], [-0.09, -0.04, 0.01], [0.04, 0.06, 0.00], [-0.61, -0.02, 0.87], [0.36, 0.19, -0.03], [-0.49, 0.03, 0.01], [1.28, 0.18, 1.99], [0.01, -0.26, -0.16], [0.04, 0.09, 0.06], [-0.18, 0.11, -0.02], [0.98, -0.75, -1.99], [0.25, 0.86, -1.29], [0.34, -1.32, 0.06], [-0.96, -1.11, 2.40], [-3.32, 2.44, 0.85], [0.01, -0.05, -0.05], [0.00, 0.09, 0.00], [0.37, 0.43, -2.19], [0.06, -0.03, -0.02], [-2.09, -2.28, 0.97], [-0.72, -0.05, 1.03], [0.20, 0.02, -0.28], [-0.62, -3.79, -2.34], [0.05, 0.06, -0.09], [-1.25, -1.68, 0.17], [-1.91, 0.86, 0.55], [-0.03, 0.10, 0.00], [4.87, 2.23, -7.32], [2.10, 1.53, 0.79], [-0.37, -2.67, -0.14], [1.31, 1.42, -1.14], [-0.09, 0.37, 0.03], [3.16, 2.27, -0.80], [-1.31, -0.23, 2.25], [4.86, -3.05, -1.27], [0.00, 0.10, 0.03], [0.02, -0.05, -0.09], [0.03, -0.14, -0.17], [0.02, -0.03, -0.08], [0.12, 0.03, -0.12]], "mulliken_charge": [0.29, -0.87, 0.37, 0.35, 0.27, 0.32, -0.49, 0.12, 0.06, 0.35, -0.23, -0.01, -0.32, 0.38, -0.98, 0.22, 0.37, 0.41, -0.53, -0.39, -0.24, -0.32, -0.37, 0.28, 0.37, 0.49, -0.32, 0.37, -1.52, 0.44, -0.94, 2.05, 0.43, 0.34, 0.32, 0.49, 0.43, -0.37, 0.40, 0.30, 0.41, -0.48, 0.44, 0.37, 0.37, 0.35, -0.33, 0.40, -0.58, -0.45, -0.38, -0.80, -0.24, 0.45, -0.51, 0.35, -0.45, -0.39, -0.07, -0.16, 0.39, 0.41, 0.20, -0.06, 0.42, 0.64, -0.42, -0.42, -0.47, 0.27, 0.43, -0.91, 0.37, -0.30, -0.51, -0.25, -0.34, 0.17, -0.45, -0.61, 0.28, 0.21, 0.25, -0.33, 1.00, 0.52, -0.57, -0.36, -0.60, 0.36, -0.45, 0.51], "total_energy_ev": -83364.323, "multiplicity": 1, "total_charge": 0, "gap_ev": 9.44}